1.
Computed, not measured: a structure of composition C46H91Br30ClO2 at a distorted geometry, with ωB97M-V/def2-TZVPD.

Structure (XYZ):
```
170
C46H91Br30ClO2 | the OMol25 dataset | ωB97M-V/def2-TZVPD
C -0.30 0.02 2.03
C -1.19 -1.15 1.47
C -1.61 -0.89 -0.03
C -0.55 -1.53 -0.97
C -0.18 -0.70 -2.23
C 0.07 0.82 -1.99
C -1.25 1.61 -2.40
C -1.31 3.05 -1.79
C -2.15 3.11 -0.47
C -3.66 2.76 -0.68
C -4.16 1.49 0.09
C -5.47 1.75 0.92
C -6.76 1.53 0.06
C -7.56 0.24 0.48
C -7.51 -0.87 -0.59
O -6.73 -1.74 -0.49
O -8.44 -0.85 -1.65
C -7.77 -0.27 -2.80
Cl -8.76 -0.41 -4.32
H -0.40 0.93 1.42
H -0.65 0.28 3.05
H 0.76 -0.28 2.13
H -0.64 -2.11 1.56
H -2.08 -1.23 2.13
H -2.63 -1.31 -0.16
H -1.70 0.21 -0.12
H 0.33 -1.82 -0.36
H -0.98 -2.49 -1.34
H 0.77 -1.12 -2.63
H -0.92 -0.78 -3.05
H 0.88 1.24 -2.62
H 0.31 1.09 -0.94
H -2.08 0.96 -2.05
H -1.27 1.58 -3.51
H -1.71 3.71 -2.57
H -0.26 3.31 -1.52
H -1.68 2.46 0.30
H -2.05 4.15 -0.10
H -4.26 3.62 -0.30
H -3.91 2.67 -1.76
H -3.39 1.22 0.84
H -4.34 0.66 -0.62
H -5.44 1.01 1.74
H -5.43 2.77 1.33
H -6.51 1.45 -1.01
H -7.40 2.43 0.19
H -7.20 -0.19 1.43
H -8.63 0.51 0.60
H -7.62 0.81 -2.62
H -6.79 -0.72 -2.99
Br 1.81 2.42 5.06
C 2.53 0.57 4.92
C 3.82 0.54 4.13
Br 3.48 0.72 2.22
H 1.73 -0.03 4.48
H 2.73 0.23 5.97
H 4.31 -0.43 4.24
H 4.51 1.32 4.41
Br 5.10 1.12 10.15
C 3.56 2.25 9.78
C 2.68 1.63 8.73
Br 3.43 1.84 6.94
H 3.94 3.23 9.50
H 3.04 2.33 10.73
H 1.71 2.15 8.69
H 2.51 0.57 8.88
Br 1.32 4.61 -3.56
C 0.75 3.58 -5.11
C 0.60 4.44 -6.33
Br -1.04 5.50 -6.27
H -0.17 3.07 -4.82
H 1.53 2.83 -5.26
H 0.50 3.82 -7.22
H 1.42 5.14 -6.47
Br -1.24 1.22 -8.06
C 0.66 0.92 -8.40
C 1.11 -0.40 -7.83
Br 1.33 -0.29 -5.89
H 1.19 1.77 -7.99
H 0.75 0.92 -9.48
H 2.10 -0.66 -8.21
H 0.42 -1.21 -8.02
Br 8.39 -0.51 10.62
C 8.95 0.21 8.90
C 10.21 1.03 9.02
Br 9.84 2.78 9.79
H 8.11 0.77 8.51
H 9.12 -0.67 8.27
H 10.63 1.23 8.04
H 10.96 0.56 9.65
Br 1.05 6.97 8.91
C -0.59 6.37 8.04
C -0.50 4.92 7.64
Br 0.61 4.68 6.06
H -0.75 7.03 7.19
H -1.38 6.52 8.77
H -1.48 4.54 7.36
H -0.07 4.29 8.42
Br -10.33 -1.92 -2.47
C -12.15 -2.63 -2.39
C -12.58 -2.86 -0.96
Br -11.77 -4.48 -0.23
H -12.17 -3.53 -3.00
H -12.77 -1.86 -2.85
H -13.65 -3.03 -0.91
H -12.31 -2.05 -0.30
Br 3.58 7.30 -7.85
C 2.09 8.48 -8.28
C 1.18 7.86 -9.31
Br 1.95 7.98 -11.09
H 2.51 9.43 -8.59
H 1.56 8.61 -7.33
H 0.24 8.42 -9.37
H 0.97 6.82 -9.12
Br 5.98 -2.00 5.39
C 4.92 -3.30 4.40
C 5.75 -4.01 3.37
Br 6.05 -2.87 1.82
H 4.07 -2.77 3.98
H 4.56 -4.00 5.16
H 5.22 -4.88 2.98
H 6.73 -4.32 3.74
Br -11.15 0.38 0.93
C -12.40 0.83 2.35
C -13.56 -0.14 2.38
Br -14.83 0.23 0.95
H -12.71 1.86 2.19
H -11.83 0.76 3.27
H -14.13 -0.02 3.30
H -13.26 -1.18 2.27
Br -1.16 -5.23 -1.66
C -1.62 -6.17 -0.02
C -1.67 -5.21 1.14
Br 0.11 -4.72 1.74
H -0.90 -6.97 0.11
H -2.60 -6.60 -0.21
H -2.15 -5.68 2.00
H -2.19 -4.28 0.90
Br 6.10 4.27 2.27
C 7.52 3.05 1.74
C 7.19 1.63 2.12
Br 7.45 1.32 4.03
H 8.44 3.41 2.20
H 7.59 3.15 0.66
H 7.87 0.93 1.63
H 6.17 1.35 1.89
Br 7.08 -2.14 -1.50
C 8.47 -3.50 -1.51
C 8.01 -4.74 -2.23
Br 6.80 -5.80 -1.14
H 8.74 -3.68 -0.48
H 9.31 -3.04 -2.03
H 8.86 -5.40 -2.44
H 7.49 -4.52 -3.16
Br 6.74 -0.85 -6.18
C 8.13 -2.21 -6.22
C 7.69 -3.44 -6.95
Br 6.48 -4.52 -5.86
H 8.41 -2.40 -5.19
H 8.97 -1.74 -6.73
H 8.53 -4.09 -7.16
H 7.16 -3.22 -7.88
Br -2.30 -8.62 -3.13
C -0.39 -8.79 -3.44
C 0.13 -10.11 -2.93
Br 0.31 -10.09 -0.98
H 0.09 -7.93 -2.97
H -0.27 -8.73 -4.52
H 1.14 -10.29 -3.30
H -0.50 -10.95 -3.18
```

For the HOMO energy, the calculation gives -7.64 eV. The strongest force on any atom comes out at 7.95 eV/Å. The value obtained for the gap between HOMO and LUMO is 7.8 eV.

2.
Computed, not measured: a structure of composition C46H95In2N5O8 at a distorted geometry, with ωB97M-V/def2-TZVPD.

Structure (XYZ):
```
156
C46H95In2N5O8 | the OMol25 dataset | ωB97M-V/def2-TZVPD
In 1.18 2.18 -4.24
In 0.32 4.68 0.31
C 0.57 1.51 -1.04
O -0.13 2.34 -1.74
O 1.20 0.66 -1.76
O 0.73 1.76 0.19
C -2.81 0.18 2.31
C -2.84 1.57 3.02
C -3.75 1.45 4.28
C -3.06 0.64 5.38
C -1.79 1.38 5.79
C -0.77 1.60 4.65
N -1.54 2.00 3.47
O -0.74 2.45 2.45
C 0.12 2.73 5.14
C 0.00 0.30 4.43
C -3.55 2.61 2.13
H -2.77 -0.59 3.09
H -1.95 0.04 1.66
H -3.72 -0.04 1.75
H -4.06 2.42 4.68
H -4.66 0.91 4.03
H -2.81 -0.41 5.20
H -3.73 0.57 6.25
H -1.34 0.83 6.62
H -2.12 2.31 6.27
H 0.79 2.34 5.91
H 0.79 3.18 4.41
H -0.29 3.59 5.67
H -0.57 -0.60 4.18
H 0.91 0.35 3.84
H 0.27 0.00 5.45
H -3.15 3.63 2.19
H -4.61 2.63 2.37
H -3.36 2.44 1.07
H -0.72 1.72 1.79
C 3.07 -3.15 -3.38
C 2.49 -2.74 -4.74
C 2.33 -4.01 -5.60
C 1.13 -4.86 -5.27
C -0.06 -3.94 -5.60
C -0.11 -2.73 -4.64
N 1.17 -2.02 -4.64
O 1.27 -0.94 -3.80
C -1.12 -1.76 -5.31
C -0.61 -3.17 -3.29
C 3.53 -1.84 -5.45
H 2.36 -3.75 -2.79
H 3.28 -2.34 -2.68
H 3.98 -3.74 -3.44
H 2.43 -3.73 -6.66
H 3.26 -4.57 -5.47
H 1.28 -5.07 -4.21
H 1.12 -5.78 -5.86
H -1.01 -4.48 -5.52
H -0.06 -3.66 -6.65
H -1.12 -0.78 -4.82
H -0.98 -1.67 -6.38
H -2.12 -2.15 -5.12
H -1.50 -3.79 -3.32
H 0.12 -3.84 -2.81
H -0.66 -2.35 -2.57
H 3.29 -1.77 -6.51
H 4.52 -2.23 -5.23
H 3.37 -0.81 -5.12
H 1.12 -1.30 -2.90
C 3.60 6.53 3.63
C 4.55 5.41 3.22
C 5.48 5.02 4.34
C 6.30 3.79 3.99
C 5.41 2.56 3.80
C 4.33 2.86 2.72
N 3.79 4.24 2.78
O 2.88 4.47 1.73
C 4.95 2.54 1.30
C 3.17 1.87 2.91
C 5.39 6.03 2.06
H 3.13 7.04 2.78
H 4.12 7.35 4.12
H 2.73 6.21 4.21
H 6.23 5.80 4.49
H 5.09 4.88 5.35
H 6.94 3.53 4.84
H 7.01 3.91 3.17
H 4.86 2.29 4.70
H 6.01 1.72 3.45
H 5.75 3.23 1.03
H 5.34 1.53 1.29
H 4.17 2.65 0.54
H 2.55 1.89 2.01
H 3.56 0.85 2.99
H 2.52 2.18 3.72
H 5.92 6.93 2.34
H 4.80 6.09 1.13
H 6.07 5.31 1.60
H 3.48 4.61 0.98
C -6.83 2.26 -2.21
C -6.83 0.72 -2.04
C -7.10 0.11 -3.46
C -5.89 0.16 -4.39
C -4.72 -0.55 -3.65
C -4.40 0.00 -2.25
N -5.63 0.16 -1.44
O -5.41 0.54 -0.14
C -3.61 -1.11 -1.54
C -3.56 1.28 -2.29
C -7.98 0.27 -1.17
H -6.67 2.74 -1.24
H -7.83 2.55 -2.53
H -6.16 2.67 -2.96
H -7.60 -0.85 -3.41
H -7.86 0.74 -3.92
H -5.53 1.16 -4.66
H -6.04 -0.31 -5.36
H -3.83 -0.36 -4.24
H -4.93 -1.62 -3.62
H -2.86 -1.57 -2.19
H -3.22 -0.85 -0.55
H -4.31 -1.91 -1.29
H -2.50 1.01 -2.25
H -3.76 1.82 -3.22
H -3.73 1.95 -1.44
H -7.94 -0.78 -0.88
H -8.95 0.60 -1.53
H -7.93 0.75 -0.18
H -5.03 1.43 -0.22
C -0.57 -4.27 -1.00
C 0.26 -3.59 0.15
C 0.56 -4.78 1.15
C 1.74 -4.53 2.10
C 2.97 -4.31 1.21
C 2.75 -3.15 0.20
N 1.50 -3.16 -0.53
O 1.37 -2.21 -1.50
C 3.06 -1.78 0.85
C 3.92 -3.41 -0.78
C -0.54 -2.59 0.92
H -1.53 -4.68 -0.68
H 0.05 -5.09 -1.36
H -0.73 -3.53 -1.79
H -0.29 -4.82 1.82
H 0.76 -5.72 0.64
H 1.83 -5.45 2.69
H 1.51 -3.83 2.91
H 3.18 -5.28 0.75
H 3.79 -4.10 1.90
H 2.45 -1.52 1.72
H 4.11 -1.59 1.02
H 2.68 -1.01 0.16
H 3.92 -2.60 -1.52
H 4.92 -3.32 -0.35
H 3.77 -4.32 -1.34
H -1.01 -1.91 0.20
H 0.11 -1.97 1.55
H -1.34 -2.95 1.56
H 1.53 -1.36 -1.02
```

For the relative energy (zero: lowest compared OMol25 entry of this formula, charge and spin), the calculation gives 514.2 kJ/mol. For the HOMO energy, the calculation gives -16.22 eV. The strongest force on any atom comes out at 3.57 eV/Å. The value obtained for the gap between HOMO and LUMO is 1.7 eV. The charge is +4.

3.
Computed, not measured: a cluster of 9 separate species, C46H95N4O20P5 in total at a distorted geometry, with ωB97M-V/def2-TZVPD.

Structure (XYZ):
```
170
C46H95N4O20P5 | the OMol25 dataset | ωB97M-V/def2-TZVPD
C 9.93 17.79 31.19
C 11.19 18.05 30.40
O 11.71 16.77 29.91
P 12.32 15.59 30.79
O 11.45 14.45 31.00
O 13.56 15.21 29.92
C 14.57 16.23 29.60
C 15.72 15.57 28.88
O 12.89 16.41 32.03
C 12.54 15.94 33.37
C 12.60 17.27 34.20
H 9.50 18.77 31.44
H 9.22 17.30 30.49
H 10.07 17.32 32.18
H 11.27 18.71 29.51
H 11.90 18.44 31.11
H 14.02 16.98 29.04
H 14.96 16.65 30.57
H 16.45 16.33 28.49
H 16.13 14.98 29.68
H 15.35 14.93 28.05
H 11.61 15.33 33.40
H 13.31 15.30 33.79
H 13.55 17.74 33.95
H 11.84 18.06 34.00
H 12.58 17.08 35.26
C 14.46 17.52 19.73
C 13.76 17.35 21.10
O 13.50 18.62 21.63
P 12.05 18.90 22.15
O 11.50 18.11 23.23
O 12.21 20.45 22.41
C 11.09 21.29 22.81
C 11.67 22.52 23.66
O 11.13 18.66 20.87
C 9.76 18.32 21.00
C 9.53 16.81 20.71
H 13.79 17.80 18.93
H 15.26 18.24 19.77
H 14.79 16.51 19.38
H 12.87 16.73 21.04
H 14.39 16.75 21.77
H 10.57 21.74 21.98
H 10.39 20.70 23.39
H 12.38 23.02 23.04
H 10.89 23.17 24.02
H 12.14 22.12 24.56
H 9.39 18.46 22.00
H 9.15 18.88 20.32
H 10.06 16.52 19.83
H 9.55 16.22 21.66
H 8.48 16.83 20.42
C 17.98 15.60 25.48
C 17.11 16.58 24.65
O 16.08 17.02 25.48
P 15.72 18.53 25.75
O 16.72 19.31 26.46
O 15.33 19.06 24.35
C 15.21 20.52 24.11
C 16.15 20.96 22.99
O 14.37 18.35 26.54
C 13.24 17.88 25.75
C 12.47 16.81 26.49
H 17.43 14.73 25.77
H 18.90 15.23 24.96
H 18.28 16.06 26.44
H 17.69 17.42 24.18
H 16.63 16.06 23.80
H 14.18 20.71 23.87
H 15.46 21.00 25.06
H 16.07 22.05 22.92
H 17.16 20.66 23.25
H 15.82 20.41 22.11
H 12.55 18.69 25.57
H 13.66 17.58 24.75
H 11.59 16.60 25.91
H 12.94 15.79 26.53
H 12.30 17.19 27.51
C 17.27 21.62 19.47
C 16.73 21.59 18.04
O 15.53 20.77 18.16
P 14.57 20.82 16.94
O 14.18 22.19 16.59
O 15.42 20.07 15.82
C 15.07 20.17 14.40
C 16.43 19.89 13.65
O 13.41 19.88 17.34
C 12.23 20.27 18.06
C 12.64 21.25 19.19
H 16.59 22.29 20.00
H 17.20 20.66 19.92
H 18.20 22.15 19.44
H 16.47 22.58 17.72
H 17.34 21.06 17.31
H 14.30 19.40 14.27
H 14.70 21.15 14.09
H 16.32 19.90 12.58
H 17.16 20.69 13.93
H 16.81 18.92 13.99
H 11.54 20.66 17.32
H 11.83 19.39 18.51
H 13.24 22.01 18.78
H 11.71 21.77 19.46
H 13.12 20.76 20.02
C 9.01 14.08 27.90
C 10.44 13.52 27.98
O 10.96 13.25 26.62
P 12.18 12.30 26.46
O 12.63 11.46 27.58
O 11.81 11.47 25.17
C 12.03 10.02 25.09
C 13.48 9.65 24.77
O 13.37 13.27 25.92
C 13.21 13.87 24.60
C 14.54 14.26 23.94
H 8.59 14.34 28.86
H 9.01 14.94 27.23
H 8.33 13.31 27.42
H 10.98 14.29 28.48
H 10.50 12.61 28.55
H 11.83 9.64 26.11
H 11.33 9.60 24.40
H 14.10 9.83 25.66
H 13.61 8.56 24.53
H 13.93 10.24 23.94
H 12.76 13.21 23.89
H 12.59 14.75 24.75
H 15.18 14.71 24.74
H 15.05 13.40 23.45
H 14.28 15.09 23.29
N 19.44 18.80 26.46
C 20.55 18.15 25.99
C 21.52 18.12 26.98
C 20.98 18.78 28.10
C 19.72 19.19 27.77
H 18.53 18.81 26.04
H 20.57 17.75 25.00
H 22.52 17.77 26.94
H 21.44 18.88 29.06
H 18.99 19.59 28.46
N 17.12 11.62 27.59
C 18.02 11.86 26.61
C 19.21 11.39 26.98
C 19.02 10.71 28.17
C 17.73 10.94 28.57
H 16.15 11.92 27.58
H 17.76 12.37 25.66
H 20.22 11.59 26.61
H 19.81 10.14 28.63
H 17.18 10.67 29.47
N 20.57 21.63 25.65
C 21.39 22.71 25.66
C 21.24 23.40 24.48
C 20.29 22.67 23.73
C 19.91 21.58 24.48
H 20.58 20.91 26.35
H 21.89 22.94 26.59
H 21.69 24.30 24.05
H 20.00 22.94 22.71
H 19.27 20.69 24.19
N 8.36 20.62 27.30
C 8.68 19.98 26.15
C 10.05 19.80 26.10
C 10.61 20.49 27.17
C 9.55 21.05 27.91
H 7.43 20.93 27.46
H 7.90 19.69 25.48
H 10.50 19.36 25.20
H 11.62 20.54 27.48
H 9.47 21.72 28.74
```

Its SMILES is CCOP(=O)(OCC)OCC.CCOP(=O)(OCC)OCC.CCOP(=O)(OCC)OCC.CCOP(=O)(OCC)OCC.CCOP(=O)(OCC)OCC.c1cc[nH]c1.c1cc[nH]c1.c1cc[nH]c1.c1cc[nH]c1. For the HOMO energy, the calculation gives -7.80 eV. The strongest force on any atom comes out at 4.06 eV/Å. The value obtained for the gap between HOMO and LUMO is 8.1 eV.